[1]
Entry from the OMol25 dataset: a cluster of 6 separate species, C5H24N2O6 in total in a non-equilibrium geometry (wB97M-V/def2-TZVPD).

```
37
Properties=species:S:1:pos:R:3:forces:R:3
C -1.847 1.522 0.199 1.8 2.1 -1.2
N -1.729 0.143 -0.034 -0.6 1.5 3.0
C -2.180 -0.616 1.123 -1.2 -2.9 -0.9
O -1.993 -1.979 0.910 -0.3 0.1 0.0
C -0.353 2.237 0.129 -0.6 -1.1 -1.6
C 0.621 1.866 1.222 -0.7 0.9 2.1
C 2.087 1.801 0.761 0.2 -0.4 -0.4
N 2.333 0.428 0.301 -0.4 0.1 0.6
H -2.442 2.002 -0.620 0.4 -0.2 0.6
H -2.234 1.747 1.186 -0.5 -0.2 0.0
H -1.064 -0.174 -0.709 0.5 -0.8 -1.0
H -3.303 -0.512 1.180 1.0 0.4 -0.1
H -1.780 -0.333 2.099 0.5 0.8 -0.3
H -1.052 -2.224 0.997 0.3 0.3 0.1
H 0.114 1.989 -0.857 -0.6 0.0 0.5
H -0.527 3.314 0.126 -0.2 -0.2 0.0
H 0.412 0.935 1.805 0.0 0.1 -0.9
H 0.376 2.599 2.046 1.0 -0.3 -0.7
H 2.725 1.910 1.617 0.3 0.7 0.5
H 2.413 2.532 -0.018 -0.6 -0.2 0.7
H 2.780 0.307 -0.589 -0.1 0.1 -0.3
H 1.475 -0.097 0.387 0.3 -0.4 -0.6
H -1.601 -2.450 -1.116 0.2 -0.7 0.0
H -0.594 -3.494 -1.772 -0.4 0.1 0.2
O -0.714 -2.579 -1.484 0.4 -0.2 -0.1
H 1.031 -2.630 0.317 0.1 -0.2 -0.1
H 1.174 -2.172 1.855 0.1 0.3 -1.0
O 0.853 -1.922 0.938 -1.1 -0.6 0.7
H 1.882 -0.954 3.668 0.3 0.5 -0.4
H 2.401 -0.800 2.095 0.0 0.2 1.1
O 2.270 -1.374 2.893 0.2 -0.4 -0.2
H 1.378 1.432 -3.666 0.1 0.1 -0.2
H 0.264 0.368 -3.746 0.2 0.0 0.2
O 1.088 0.601 -3.287 -0.2 0.0 0.2
H -0.841 -1.650 -3.147 0.1 -0.1 0.3
H -2.186 -0.972 -3.457 0.4 0.1 -0.2
O -1.237 -0.799 -3.351 -0.9 0.6 -0.2
```
Positions in Å, forces in eV/Å.

Results
HOMO-LUMO gap (spin up / spin down)   9.58 / 5.00 eV
Max |F|   3.4 eV/A
ΔE to the lowest compared entry with this formula, charge and spin   0.00 kcal/mol
Total charge   +1
2S+1   2
Calculated total energy   -765.52645 Eh
E_HOMO (spin up / spin down)   -0.448 / -0.448 hartree


[2]
Entry from the OMol25 dataset: a cluster of 2 separate species, C4H9NO in total in a non-equilibrium geometry (wB97M-V/def2-TZVPD).

```
15
Properties=species:S:1:pos:R:3:forces:R:3
C 1.938 0.000 -0.006 -0.3 -0.1 -0.1
C 0.598 0.284 -0.704 0.6 0.3 -0.2
O -0.454 -0.493 -0.146 -0.6 -0.2 -0.2
C -1.710 -0.450 -0.850 0.3 -0.1 0.2
H 2.099 -1.078 0.062 0.0 0.1 0.0
H 2.771 0.426 -0.590 -0.4 -0.1 0.1
H 1.995 0.429 1.001 -0.2 -0.1 -0.2
H 0.686 0.017 -1.761 0.0 0.1 -0.1
H 0.400 1.373 -0.643 -0.3 -0.4 0.0
H -1.790 -1.248 -1.595 0.3 0.1 0.0
H -1.850 0.511 -1.330 0.0 0.3 -0.2
H -2.552 -0.594 -0.155 0.5 0.0 0.1
C -0.798 0.193 2.500 0.0 0.4 1.3
N -0.572 0.778 3.472 -0.2 -0.6 -1.1
H -0.969 -0.361 1.581 0.3 0.3 0.3
```
Positions in Å, forces in eV/Å.

Results
HOMO-LUMO gap   11.39 eV
Max |F|   1.4 eV/A
ΔE to the lowest compared entry with this formula, charge and spin   52.33 kcal/mol
Structure (SMILES)   CCOC.C#N
2S+1   1
Calculated total energy   -287.74906 Eh
E_HOMO   -0.387 hartree


[3]
Entry from the OMol25 dataset: a structure of composition C44H50BrFO2RuSe (wB97M-V/def2-TZVPD).

```
100
Properties=species:S:1:pos:R:3:forces:R:3
Ru -2.237 -0.017 0.383 0.5 0.3 -0.5
C 3.627 4.681 -2.332 0.0 0.0 0.0
C 3.008 3.344 -2.739 0.0 0.0 0.0
C 2.624 3.425 -4.222 0.0 0.0 0.0
C 4.074 2.252 -2.559 0.0 0.0 0.0
C 1.775 2.998 -1.906 0.0 0.0 0.0
C 1.110 1.799 -2.126 0.0 0.0 0.0
C 0.008 1.460 -1.367 0.2 0.1 -0.1
Se -0.789 -0.274 -1.573 -0.3 -0.4 0.0
C 0.599 -1.267 -0.731 0.1 -0.1 0.2
C 1.606 -1.860 -1.476 0.0 0.0 0.0
C 2.638 -2.527 -0.840 0.0 0.0 0.1
C 2.582 -2.573 0.558 0.0 0.0 -0.1
C 1.593 -2.001 1.342 -0.1 0.1 -0.1
C 0.541 -1.289 0.683 0.1 -0.1 -0.1
O -0.416 -0.703 1.321 -0.3 0.2 0.4
C 1.687 -2.200 2.863 0.0 0.0 0.0
C 3.043 -1.678 3.366 0.0 0.0 0.0
C 0.603 -1.495 3.687 0.0 0.0 0.0
C 1.584 -3.704 3.167 0.0 0.0 0.0
C 3.793 -3.199 -1.579 0.0 0.0 0.0
C 3.781 -4.708 -1.303 0.0 0.0 0.0
C 5.129 -2.612 -1.101 0.0 0.0 0.0
C 3.702 -2.988 -3.090 0.0 0.0 0.0
C -0.517 2.298 -0.377 -0.2 -0.1 0.0
O -1.595 1.943 0.291 0.3 0.2 0.0
C 0.158 3.518 -0.126 0.0 0.0 -0.1
C 1.271 3.826 -0.901 0.0 0.0 0.0
C -0.328 4.439 0.993 0.0 0.0 0.0
C -1.762 4.910 0.706 0.0 0.0 0.0
C -0.284 3.687 2.333 0.0 0.0 0.0
C 0.547 5.686 1.136 0.0 0.0 0.0
H 4.504 4.883 -2.952 0.0 0.0 0.0
H 2.926 5.508 -2.465 0.0 0.0 0.0
H 3.949 4.672 -1.289 0.0 0.0 0.0
H 3.497 3.674 -4.833 0.0 0.0 0.0
H 2.224 2.474 -4.579 0.0 0.0 0.0
H 1.859 4.187 -4.385 0.0 0.0 0.0
H 4.966 2.488 -3.146 0.0 0.0 0.0
H 4.363 2.164 -1.510 0.0 0.0 0.0
H 3.706 1.277 -2.882 0.0 0.0 0.0
H 1.464 1.101 -2.878 0.0 0.0 0.0
H 1.570 -1.784 -2.556 0.0 0.0 0.0
H 3.370 -3.114 1.071 0.0 0.0 0.0
H 3.144 -0.613 3.150 0.0 0.0 0.0
H 3.118 -1.816 4.448 0.0 0.0 0.0
H 3.886 -2.195 2.904 0.0 0.0 0.0
H 0.609 -0.418 3.530 0.0 0.0 0.0
H -0.395 -1.850 3.438 0.0 0.0 0.0
H 0.801 -1.701 4.745 0.0 0.0 0.0
H 2.386 -4.272 2.691 0.0 0.0 0.0
H 1.640 -3.875 4.246 0.0 0.0 0.0
H 0.632 -4.099 2.808 0.0 0.0 0.0
H 3.869 -4.916 -0.235 0.0 0.0 0.0
H 2.847 -5.154 -1.651 0.0 0.0 0.0
H 4.612 -5.203 -1.814 0.0 0.0 0.0
H 5.277 -2.768 -0.032 0.0 0.0 0.0
H 5.964 -3.082 -1.629 0.0 0.0 0.0
H 5.164 -1.537 -1.288 0.0 0.0 0.0
H 2.790 -3.422 -3.504 0.0 0.0 0.0
H 3.722 -1.927 -3.348 0.0 0.0 0.0
H 4.552 -3.469 -3.581 0.0 0.0 0.0
H 1.782 4.756 -0.703 0.0 0.0 0.0
H -2.438 4.062 0.622 0.0 0.0 0.0
H -2.108 5.564 1.512 0.0 0.0 0.0
H -1.799 5.475 -0.228 0.0 0.0 0.0
H -0.914 2.801 2.305 0.0 0.0 0.0
H 0.737 3.370 2.558 0.0 0.0 0.0
H -0.624 4.343 3.140 0.0 0.0 0.0
H 0.536 6.301 0.232 0.0 0.0 0.0
H 0.166 6.297 1.957 0.0 0.0 0.0
H 1.585 5.433 1.365 0.0 0.0 0.0
Br -3.737 0.844 2.173 -0.1 -0.1 0.4
C -4.688 -0.785 2.426 0.0 -0.1 0.0
C -5.783 -0.798 3.235 -0.1 -0.1 0.0
C -6.439 -2.030 3.462 0.1 0.1 0.0
C -5.951 -3.173 2.903 0.0 0.0 0.0
C -4.801 -3.157 2.070 -0.1 -0.2 0.1
C -4.276 -4.355 1.527 0.0 0.1 0.0
C -3.152 -4.305 0.753 0.0 0.1 0.0
C -2.543 -3.068 0.447 0.1 0.0 -0.1
C -3.017 -1.857 0.903 0.0 -0.2 -0.2
C -4.155 -1.930 1.781 0.1 0.2 0.0
H -6.144 0.106 3.705 0.0 0.0 0.0
H -7.317 -2.049 4.095 0.0 0.0 0.0
H -6.433 -4.126 3.090 0.0 0.0 0.0
H -4.772 -5.292 1.751 0.0 0.0 0.0
H -2.726 -5.215 0.347 0.0 0.0 0.0
H -1.665 -3.079 -0.192 0.0 0.0 0.0
F -6.841 0.936 -3.676 0.0 0.0 0.0
C -5.854 0.696 -2.764 0.0 0.0 0.0
C -5.258 1.761 -2.124 0.0 0.0 0.0
C -4.253 1.501 -1.199 0.0 0.0 0.0
C -3.828 0.198 -0.890 -0.2 0.2 -0.1
C -4.475 -0.838 -1.573 0.0 0.0 0.1
C -5.481 -0.604 -2.506 0.0 0.0 0.0
H -5.573 2.771 -2.352 0.0 0.0 0.0
H -3.776 2.342 -0.709 0.0 0.0 0.0
H -4.193 -1.865 -1.373 0.0 0.0 0.0
H -5.972 -1.417 -3.027 0.0 0.0 0.0
```
Positions in Å, forces in eV/Å.

Results
HOMO-LUMO gap (spin up / spin down)   7.04 / 7.02 eV
Max |F|   0.7 eV/A
Total charge   -1
2S+1   2
Calculated total energy   -7027.43699 Eh
E_HOMO (spin up / spin down)   -0.171 / -0.170 hartree


[4]
Entry from the OMol25 dataset: a structure of composition C26H23Br2ClN2O5PdS in a non-equilibrium geometry (wB97M-V/def2-TZVPD).

```
61
Properties=species:S:1:pos:R:3:forces:R:3
Pd 0.320 -17.435 10.629 -0.1 -2.5 1.0
Br -0.942 -18.963 8.853 0.5 -0.7 0.5
C -0.493 -20.603 9.938 -0.1 -0.3 -0.5
Br 1.226 -20.582 10.856 -0.8 0.4 -0.5
H -0.460 -21.431 9.212 -0.1 0.6 0.4
H -1.327 -20.701 10.638 0.4 0.1 -0.1
C 4.873 -14.136 4.450 0.5 -0.2 -0.8
C 4.408 -14.785 5.717 0.0 0.0 -0.2
C 3.083 -15.261 5.814 0.9 0.4 0.0
C 2.607 -15.702 7.019 -0.2 -0.3 0.2
C 3.474 -15.690 8.103 0.6 -0.1 0.3
C 4.823 -15.338 8.013 -0.1 0.2 -0.6
C 5.307 -14.898 6.786 -1.1 0.0 -0.1
S 3.055 -16.413 9.619 0.7 -0.6 0.1
O 2.966 -17.854 9.454 -0.2 1.0 0.5
O 3.889 -15.845 10.661 -1.0 -0.5 -0.6
N 1.425 -15.981 9.868 1.9 3.5 -0.1
C 1.064 -14.683 10.226 -0.4 -2.5 -0.5
C 1.804 -13.483 10.278 -0.9 0.4 0.6
C 1.148 -12.299 10.700 0.0 -0.9 -0.5
C -0.215 -12.285 10.983 0.3 0.9 0.0
C -1.000 -13.457 10.940 0.1 -1.7 -0.2
C -2.378 -13.539 11.264 0.5 -0.9 -0.3
C -3.001 -14.797 11.309 -0.6 1.7 0.2
C -2.276 -15.943 11.074 1.1 -0.4 -0.2
N -0.967 -15.886 10.770 -1.4 1.7 -0.4
C -0.334 -14.695 10.613 -1.2 1.3 1.0
H 4.042 -13.664 3.904 0.3 -0.2 0.2
H 5.340 -14.890 3.773 -0.4 0.5 0.4
H 5.652 -13.377 4.641 -0.4 -0.3 0.0
H 2.459 -15.278 4.938 -0.2 0.2 -0.2
H 1.585 -16.059 7.122 0.2 0.0 0.0
H 5.455 -15.408 8.883 0.1 0.0 0.1
H 6.332 -14.609 6.618 0.1 0.1 0.3
H 2.863 -13.486 10.101 0.2 0.0 -0.2
H 1.721 -11.384 10.758 0.0 0.0 0.1
H -0.684 -11.335 11.281 0.2 -0.5 -0.2
H -2.915 -12.616 11.436 -0.2 -0.1 0.2
H -4.067 -14.842 11.543 0.4 -0.1 -0.1
H -2.712 -16.949 11.122 0.2 0.5 0.1
C 2.732 -19.455 14.669 0.3 -0.3 0.1
C 3.447 -18.174 15.011 0.8 -0.2 0.1
C 4.847 -18.124 15.062 -1.8 -0.9 -0.5
C 5.516 -16.952 15.372 0.7 -0.3 0.3
Cl 7.204 -17.008 15.578 -0.5 0.2 -0.2
C 4.816 -15.762 15.592 -2.0 1.2 0.4
C 3.405 -15.769 15.562 2.3 1.1 0.5
C 2.723 -16.955 15.341 -2.2 -1.3 -0.6
O 1.363 -16.868 15.511 2.2 0.5 -1.0
C 0.334 -17.556 14.782 -1.2 -0.9 0.2
C 0.270 -17.511 13.230 0.2 -0.3 1.0
O -0.588 -18.219 12.663 0.0 -0.1 0.3
O 1.091 -16.800 12.615 0.7 0.4 -0.3
H 3.417 -20.325 14.670 -0.3 0.6 -0.1
H 2.276 -19.371 13.672 0.1 0.0 0.1
H 1.930 -19.683 15.381 0.3 0.1 -0.1
H 5.421 -19.015 14.850 -0.1 0.0 0.1
H 5.393 -14.870 15.847 -0.4 -0.2 -0.2
H 2.798 -14.882 15.735 0.4 -0.1 0.1
H -0.610 -17.093 15.153 0.7 -0.4 -0.2
H 0.330 -18.618 15.071 -0.2 0.5 -0.1
```
Positions in Å, forces in eV/Å.

Results
HOMO-LUMO gap (spin up / spin down)   7.51 / 4.74 eV
Max |F|   4.0 eV/A
ΔE to the lowest compared entry with this formula, charge and spin   0.00 kcal/mol
Total charge   +2
2S+1   5
Calculated total energy   -7623.91243 Eh
E_HOMO (spin up / spin down)   -0.503 / -0.505 hartree


[5]
Entry from the OMol25 dataset: a structure of composition C57H49KN6S in a non-equilibrium geometry (wB97M-V/def2-TZVPD).

```
114
Properties=species:S:1:pos:R:3:forces:R:3
K -0.569 1.027 -1.058 0.3 0.3 -0.2
C 0.684 -7.109 -0.976 -0.6 -1.2 2.1
C 0.644 -6.396 -2.128 -0.3 2.0 0.1
C 0.381 -4.989 -2.086 0.3 -2.6 -1.3
C 0.258 -4.364 -0.901 -0.4 1.8 0.7
C 0.334 -5.070 0.297 -0.6 -2.0 -0.5
C 0.404 -6.469 0.261 0.8 1.1 -0.1
C 0.092 -2.871 -0.841 -1.1 -0.2 1.0
C 1.222 -2.218 -0.878 2.5 0.6 -0.5
C 2.617 -2.768 -1.100 -0.3 -0.2 -0.2
C 3.281 -2.227 0.150 -1.5 0.0 -1.3
C 2.644 -1.069 0.401 0.9 1.3 1.1
N 1.598 -0.825 -0.588 -0.4 -0.4 0.1
C 3.047 -0.068 1.392 -0.5 -0.9 -0.3
C 2.533 1.163 1.617 -0.4 0.8 -0.2
C 3.196 2.052 2.570 0.7 0.4 0.8
C 2.442 3.144 2.695 -0.3 -0.3 -0.1
C 1.244 2.932 1.817 1.3 -0.9 -0.4
C 0.073 3.685 1.918 -0.6 0.3 1.1
C 0.178 5.086 2.383 0.7 -0.4 -0.7
C -0.819 5.899 2.948 -1.7 -0.7 0.1
C -0.546 7.189 3.373 0.0 1.3 0.4
C 0.717 7.791 3.258 0.3 -1.3 0.1
C 1.718 7.013 2.661 -0.2 -0.3 -1.8
C 1.409 5.760 2.121 -0.6 0.3 0.6
C -1.122 2.858 2.051 -1.0 -0.9 -1.1
N -1.313 1.703 1.344 -1.4 1.7 2.2
C -2.562 1.191 1.804 0.4 0.1 -0.5
C -3.128 -0.011 1.406 -1.1 0.0 0.9
C -4.526 -0.307 1.948 0.7 1.0 -0.3
C -5.621 0.424 1.527 -1.0 -0.5 0.3
C -6.908 0.210 2.025 -0.2 0.4 0.4
C -7.089 -0.741 3.050 -0.7 0.6 -1.3
C -5.976 -1.423 3.489 -1.3 -0.3 0.2
C -4.734 -1.225 2.953 0.6 0.2 0.5
C -2.605 -1.117 0.667 -0.8 1.0 -0.1
C -3.361 -2.262 0.265 1.1 -0.7 0.2
C -2.394 -3.074 -0.342 -0.4 0.0 -0.2
C -1.183 -2.330 -0.379 -0.7 -0.2 0.5
N -1.329 -1.136 0.242 0.5 -1.2 -0.5
C -3.147 2.103 2.779 0.4 1.0 0.5
C -2.239 3.120 2.990 -0.3 -2.2 -1.9
N 1.398 1.770 1.141 -0.1 0.4 0.0
C 4.114 -0.529 2.328 1.2 -0.7 -1.5
C 3.801 -1.293 3.457 -0.1 0.9 -1.0
C 4.812 -1.899 4.156 0.0 -0.8 1.2
C 6.124 -1.735 3.776 1.7 -0.9 1.0
C 6.472 -1.029 2.652 -0.1 0.6 -0.6
C 5.459 -0.446 1.888 -0.1 -0.3 0.5
H 0.837 -8.204 -0.940 -0.1 0.7 -0.3
H 0.791 -6.873 -3.057 0.2 -0.5 -1.0
H 0.257 -4.466 -3.020 0.1 0.3 -0.1
H 0.227 -4.595 1.242 -0.1 0.6 0.5
H 0.336 -6.975 1.231 0.2 -0.2 -0.6
H 2.698 -3.835 -1.190 0.1 -0.5 -0.3
H 4.008 -2.782 0.668 0.9 -0.1 0.8
H 4.136 1.853 3.099 -0.6 0.0 -0.2
H 2.551 3.894 3.450 0.1 0.5 0.0
H -1.889 5.504 3.008 1.8 0.8 0.0
H -1.336 7.836 3.801 0.2 -0.7 -0.3
H 0.934 8.774 3.646 -0.2 0.2 0.0
H 2.671 7.393 2.260 -0.3 0.3 0.8
H 2.088 5.316 1.409 0.2 -0.1 0.2
H -5.535 1.173 0.792 0.5 0.8 -0.9
H -7.704 0.891 1.632 0.5 -1.0 0.5
H -8.084 -1.040 3.420 0.5 0.5 -0.1
H -6.214 -2.153 4.234 0.6 -0.5 0.6
H -3.888 -1.666 3.429 0.5 -0.6 0.0
H -4.411 -2.501 0.456 0.5 0.2 -0.1
H -2.503 -4.088 -0.721 -0.1 0.2 0.0
H -4.127 2.085 3.282 0.6 -0.5 -0.3
H -2.351 3.887 3.697 0.0 0.7 0.7
H 2.748 -1.361 3.672 -0.2 -0.3 0.4
H 4.636 -2.560 5.017 -0.2 0.5 -0.4
H 6.935 -2.225 4.377 -0.9 0.5 -0.6
H 7.517 -0.925 2.366 -0.2 -0.1 0.0
H 5.726 0.017 0.935 -0.4 0.1 0.3
C -1.148 1.972 -4.005 1.0 0.6 0.6
C -1.853 2.857 -3.168 0.9 1.0 0.0
C -2.867 2.160 -2.557 -1.8 -0.7 0.8
C -2.852 0.847 -3.018 0.3 -1.4 -0.1
C -1.693 0.715 -3.853 -1.4 -1.2 -0.1
C -1.193 -0.556 -4.471 1.8 0.0 -0.2
C -3.759 -0.298 -2.602 1.0 -1.4 -2.2
C -3.814 2.723 -1.538 0.9 0.7 0.4
C -1.346 4.190 -2.718 1.3 0.2 -1.0
C 0.076 2.319 -4.776 0.4 0.0 -0.3
H -1.350 -1.458 -3.872 -0.3 0.1 0.2
H -0.062 -0.516 -4.596 -1.1 0.0 0.2
H -1.534 -0.768 -5.481 -0.5 -0.1 -0.3
H -4.283 -0.883 -3.465 0.5 1.3 1.0
H -4.466 -0.072 -1.860 -1.2 0.6 0.9
H -3.175 -1.107 -2.166 0.3 -0.1 0.2
H -4.691 2.138 -1.346 -0.5 -0.6 -0.1
H -4.142 3.688 -1.903 -0.3 0.5 0.1
H -3.359 2.899 -0.534 0.0 -0.1 -0.5
H -0.937 4.156 -1.690 0.0 0.1 -0.3
H -2.057 5.007 -2.741 -0.4 0.2 0.0
H -0.520 4.476 -3.439 -0.7 0.0 1.0
H -0.196 2.896 -5.658 0.1 0.3 -0.3
H 0.600 1.431 -5.142 -0.1 -0.1 0.0
H 0.831 2.898 -4.225 -0.2 0.0 0.0
S 2.380 -0.368 -2.084 0.0 0.6 -0.3
C 3.141 -2.004 -2.377 -0.1 0.0 0.5
N 2.802 -2.539 -3.688 -0.4 0.1 0.2
C 3.772 -3.607 -3.937 -0.1 0.6 -0.3
C 5.031 -3.127 -3.181 -0.8 -0.2 0.3
N 4.579 -1.954 -2.453 0.0 0.4 0.0
H 1.806 -2.776 -3.777 0.7 0.0 0.1
H 3.961 -3.731 -5.019 -0.2 -0.1 0.5
H 3.458 -4.529 -3.480 -0.3 -0.8 -0.1
H 5.761 -2.758 -3.882 0.8 -0.6 -0.1
H 5.328 -3.943 -2.479 0.5 0.5 -0.8
H 4.988 -1.870 -1.538 0.0 0.1 0.2
```
Positions in Å, forces in eV/Å.

Results
HOMO-LUMO gap   4.62 eV
Max |F|   3.1 eV/A
ΔE to the lowest compared entry with this formula, charge and spin   31.37 kcal/mol
Total charge   -2
2S+1   1
Calculated total energy   -3528.02109 Eh
E_HOMO   -0.028 hartree